DFT (wB97M-V/def2-TZVPD) results for an isolated molecule of C22H28N2O3.

Results
- relative energy (zero: lowest compared OMol25 entry of this formula, charge and spin) (eV) = 2.440
- HOMO energy (eV) = -8.2
- SMILES = CC(C)COc1cccc(C(=O)Nc2ccc(CN3CCOCC3)cc2)c1
- lowest unoccupied orbital energy (eV) = 0.545
- frontier orbital gap (Ha) = 0.321
- F_max (eV/Å) = 0.5
- calculated total energy (eV) = -32391.2101

Last column: natural (NBO) charge in e.
Geometry (Å):
N 0.5897 -2.1368 4.8713  -0.44
H -1.1896 -3.0374 4.3540  0.21
C -0.9245 -0.1645 0.5569  0.15
C -0.4743 -1.8964 2.7032  -0.07
O 2.9044 -3.6376 5.7207  -0.53
H 3.3239 -0.2580 -4.9507  0.21
C -0.2311 -2.8086 3.8751  -0.24
H 3.8940 -2.7454 4.2158  0.20
H 1.9765 2.0758 -3.7778  0.17
O 0.4589 2.6737 -5.0564  -0.49
C -0.5408 2.2551 -2.8667  -0.33
H -0.2180 -1.7789 -0.6684  0.20
H -0.8513 0.2303 -1.4361  0.40
H 2.2047 -1.5398 -4.4875  0.22
C -1.6277 3.5819 -4.5499  -0.25
C -0.4309 -1.4490 0.3398  -0.24
H 0.1978 -3.7584 3.5158  0.17
C -0.9675 -0.6138 2.9131  -0.13
H -0.3414 -3.1257 6.4554  0.20
C 1.2530 0.3519 -4.9045  -0.24
H 0.6161 -1.0191 -6.4516  0.21
C -1.6371 1.9173 -0.6268  0.65
C 1.6106 -4.0154 6.1434  -0.09
C 1.9354 -1.8222 4.4188  -0.26
H 1.7290 -4.4259 7.1475  0.20
H 1.8233 0.1569 -6.9790  0.20
C 2.4219 -0.4795 -4.3847  -0.61
H 0.3623 0.1331 -4.3045  0.20
C -2.6806 3.2736 -2.4176  -0.23
H -1.1646 -0.2924 3.9238  0.22
C -1.6158 2.4820 -2.0102  -0.04
H 1.8843 -1.4044 3.4122  0.21
H 2.5411 -3.7821 3.6943  0.15
C 0.9404 0.0147 -6.3596  -0.61
H -1.6098 4.0007 -5.5437  0.23
C 1.5696 1.8495 -4.7713  -0.06
C -0.5379 2.8070 -4.1423  0.31
H 0.3058 1.6864 -2.5125  0.22
H -3.5112 4.4244 -4.0184  0.22
H 2.3185 2.1311 -5.5169  0.20
O -2.0939 2.5266 0.3166  -0.59
H -3.4933 3.4513 -1.7313  0.23
H 1.0315 -2.0807 6.8819  0.20
H 0.1498 0.6619 -6.7317  0.22
H 0.1791 -3.2938 1.2153  0.21
C -0.2073 -2.3018 1.4033  -0.20
C -1.1919 0.2495 1.8595  -0.25
C -2.6823 3.8146 -3.6923  -0.18
H -1.5754 1.2406 2.0330  0.25
N -1.1087 0.6576 -0.5571  -0.60
H 2.6167 -0.2689 -3.3348  0.21
H 2.3350 -1.0617 5.0969  0.20
C 0.6598 -2.8109 6.1556  -0.24
H 1.2165 -4.8027 5.4810  0.16
C 2.8679 -3.0407 4.4407  -0.09